345
Properties=species:S:1:pos:R:3:mulliken_charge:R:1 method="wB97M-V/def2-TZVPD" homo_lumo_gap_ev=8.816
C 10.0745 -3.2346 5.8244 -0.800
O 8.6914 -3.1669 5.4936 -0.240
C 7.7967 -2.9943 6.5572 -0.522
C 7.1475 -1.6010 6.6259 -0.616
N 6.3060 -1.2911 5.4821 0.592
C 6.0064 0.1377 5.3509 -0.040
C 4.8532 0.5002 6.2660 0.270
O 4.2737 1.8106 5.9584 -0.443
C 3.7944 2.4597 7.1336 -0.286
H 10.2928 -2.3002 6.3945 0.334
H 10.6281 -3.3408 4.8308 0.174
H 10.3864 -4.0503 6.4580 0.306
H 8.2935 -3.0962 7.5251 0.613
H 7.0033 -3.6981 6.4455 -0.194
H 7.9453 -0.8810 6.8182 0.428
H 6.6024 -1.7323 7.5493 0.332
H 6.8347 -1.5369 4.6515 0.205
H 5.6529 0.1911 4.3515 -0.844
H 6.8527 0.8179 5.4804 0.232
H 5.2905 0.5741 7.2773 0.703
H 4.0187 -0.1696 6.2826 -0.327
H 3.6149 1.7922 7.9945 -0.342
H 2.8757 2.9969 6.8503 0.325
H 4.5887 3.1612 7.4781 0.293
C 0.4467 -9.3989 1.3442 -0.515
O 1.4118 -8.5495 1.8949 -0.402
C 0.9128 -7.2246 2.1920 -0.558
C 1.9270 -6.3884 2.9633 0.357
N 2.1493 -6.9412 4.3179 -0.312
C 3.2733 -6.4128 5.0847 0.911
C 3.3870 -7.1804 6.4208 -0.855
O 4.1029 -6.5110 7.3822 -0.316
C 5.4734 -6.5485 7.1522 -0.635
H 0.3082 -9.1062 0.2982 0.124
H -0.5731 -9.3082 1.8347 0.271
H 0.7381 -10.4319 1.5668 0.270
H 0.0037 -7.4128 2.7512 0.512
H 0.6555 -6.6846 1.3215 0.108
H 1.5339 -5.3778 3.0620 -0.300
H 2.8135 -6.2693 2.3880 0.068
H 2.2628 -7.9488 4.1577 0.368
H 3.0747 -5.3570 5.2652 -0.462
H 4.2231 -6.3857 4.4563 -0.045
H 3.8048 -8.1693 6.3201 0.427
H 2.3593 -7.2777 6.7498 0.335
H 5.7513 -7.5316 6.9350 0.527
H 6.0929 -6.1615 7.9819 0.200
H 5.7342 -5.9823 6.2425 0.090
C -5.1985 0.2482 -5.1208 -0.317
O -5.5771 0.6115 -6.3848 -0.442
C -4.4823 1.1530 -7.1334 -0.379
C -5.0595 1.8786 -8.3464 -0.465
N -5.8571 3.0041 -7.9044 -0.317
C -6.6099 3.6128 -8.9954 -0.932
C -7.6528 2.6694 -9.6531 -0.604
O -8.2833 1.8916 -8.6414 -0.222
C -9.2096 1.0308 -9.1469 -0.813
H -6.0689 0.0468 -4.5061 0.253
H -4.7452 1.0612 -4.5168 0.013
H -4.4670 -0.5924 -5.1302 0.341
H -3.7406 0.3772 -7.3838 0.354
H -3.9522 1.8120 -6.4603 0.078
H -5.6031 1.1739 -8.9465 0.282
H -4.1669 2.1714 -8.9594 0.358
H -6.5186 2.6453 -7.2109 0.290
H -5.9462 3.9752 -9.7686 0.378
H -7.1439 4.4875 -8.6584 0.409
H -7.0528 2.0686 -10.3022 0.381
H -8.4221 3.2621 -10.1939 0.470
H -9.8300 0.7268 -8.3158 0.247
H -8.7254 0.2146 -9.7069 0.285
H -9.9062 1.5911 -9.7840 0.333
C 2.4015 -3.9245 0.4693 -1.082
O 1.8506 -3.8835 -0.8001 0.484
C 2.8390 -3.5928 -1.8010 -0.558
C 2.2050 -3.8273 -3.1393 0.215
N 1.9831 -5.2496 -3.4181 -0.152
C 1.3347 -5.4945 -4.7467 0.457
C 1.0024 -6.9807 -4.7761 -1.292
O 0.1569 -7.2011 -3.6778 0.215
C -0.2587 -8.5929 -3.6559 -0.990
H 3.2463 -4.6058 0.5542 0.641
H 1.6144 -4.1612 1.1419 0.071
H 2.6963 -2.9362 0.8311 -0.032
H 3.6454 -4.3322 -1.6349 0.719
H 3.2807 -2.6330 -1.6304 -0.453
H 2.8668 -3.3599 -3.8861 0.768
H 1.2576 -3.3179 -3.1450 -1.037
H 1.3516 -5.6843 -2.7296 0.127
H 1.9691 -5.2074 -5.6168 0.501
H 0.4053 -4.8983 -4.8854 -0.787
H 1.9575 -7.5328 -4.7625 0.460
H 0.5521 -7.1560 -5.7768 0.447
H -1.0596 -8.5622 -2.9247 0.233
H 0.5813 -9.2192 -3.3315 0.293
H -0.6155 -8.9351 -4.6072 0.343
C -5.2744 10.5412 -6.6106 -0.740
O -4.8645 10.7083 -5.2892 -0.296
C -5.3990 9.8005 -4.3853 -0.451
C -4.6774 10.0925 -3.0871 -0.893
N -5.1159 9.1861 -2.0110 -0.088
C -4.4522 9.5289 -0.7638 -0.820
C -4.8999 8.6100 0.4194 -0.646
O -4.3827 7.2846 0.2043 0.011
C -4.7395 6.3663 1.2503 -0.591
H -4.8295 11.3163 -7.2287 0.252
H -6.3530 10.6672 -6.6419 0.312
H -5.0130 9.5747 -7.0470 0.278
H -5.2883 8.7568 -4.6156 0.374
H -6.5034 9.9945 -4.2798 0.356
H -4.7671 11.1842 -2.9550 0.404
H -3.6676 9.7642 -3.2506 0.251
H -6.1232 9.2985 -1.8933 0.273
H -4.6470 10.5570 -0.4303 0.468
H -3.4110 9.5182 -0.9662 0.402
H -6.0276 8.5968 0.3884 0.282
H -4.5705 8.9996 1.3994 0.354
H -5.8031 6.1264 1.1890 0.402
H -4.4260 6.6825 2.2380 0.434
H -4.1945 5.4474 1.1385 -0.366
C 5.5998 -5.6745 -3.9449 -0.114
O 5.9953 -4.9490 -2.7124 -0.197
C 7.1868 -4.2824 -3.1504 -0.634
C 7.8279 -3.5615 -1.9174 -0.589
N 6.9946 -2.4147 -1.4467 -0.247
C 7.4441 -1.8268 -0.2286 -0.587
C 6.6609 -0.5861 0.1574 -0.944
O 5.3035 -0.9215 0.4825 0.418
C 4.5775 0.0492 1.2454 -1.053
H 4.5590 -5.7281 -3.9722 -0.330
H 5.9601 -6.7499 -3.9153 0.241
H 5.9856 -5.1171 -4.8393 0.318
H 6.9580 -3.6632 -4.0138 0.445
H 7.9779 -5.0550 -3.5033 0.341
H 8.7629 -3.1238 -2.2938 0.398
H 7.8990 -4.3951 -1.1299 0.222
H 6.0549 -2.7809 -1.3108 0.124
H 8.4678 -1.5071 -0.3709 0.582
H 7.4747 -2.5480 0.5896 0.147
H 6.6551 0.0568 -0.6702 0.360
H 7.2083 -0.1276 0.9430 0.408
H 5.1708 0.5893 2.0139 0.625
H 3.7409 -0.5286 1.6083 -0.085
H 4.1228 0.7646 0.5350 0.063
C -2.3344 -5.0342 -6.4927 -0.854
O -2.1069 -5.5368 -5.2054 -0.070
C -3.2175 -5.3066 -4.3527 -0.696
C -2.7027 -5.4677 -2.9634 -0.244
N -1.6577 -4.4906 -2.7513 1.491
C -1.3264 -4.0945 -1.4309 2.298
C -0.9394 -5.2017 -0.4649 -0.634
O -1.9697 -6.1667 -0.3107 -0.439
C -2.9498 -5.7688 0.6416 -0.698
H -1.3494 -5.0476 -7.0529 0.221
H -2.6872 -3.9791 -6.5164 0.241
H -3.1608 -5.5951 -6.9918 0.328
H -4.0196 -6.0458 -4.6050 0.419
H -3.5762 -4.2868 -4.5163 0.032
H -2.4044 -6.4980 -2.7190 0.245
H -3.5965 -5.1655 -2.3513 0.288
H -0.8237 -4.8023 -3.2911 -0.670
H -2.1869 -3.5167 -0.9393 -0.986
H -0.5100 -3.3697 -1.4699 -0.478
H -0.6922 -4.8377 0.5240 0.398
H -0.0754 -5.7133 -0.9046 -0.103
H -3.4929 -4.9519 0.1988 0.176
H -2.4796 -5.4850 1.5977 0.229
H -3.6465 -6.6256 0.7669 0.302
C -0.9015 -1.0392 6.0978 -0.367
O -0.6852 -1.8582 7.2362 -0.572
C -1.4008 -1.3228 8.3472 -0.798
C -0.7979 -1.7101 9.6794 -0.609
N 0.3334 -0.8214 9.9200 -0.183
C 1.1736 -1.1221 11.1141 -0.539
C 1.9143 0.0953 11.4253 -0.853
O 3.0674 0.2145 10.5241 -0.126
C 3.5398 1.5273 10.5414 -0.794
H -1.8917 -0.6136 6.0231 0.745
H -0.7103 -1.7059 5.2051 -0.153
H -0.1551 -0.2378 5.9886 0.155
H -2.3804 -1.7758 8.2347 0.369
H -1.4350 -0.2703 8.1743 0.484
H -0.5211 -2.7830 9.5796 0.301
H -1.5385 -1.5767 10.4887 0.449
H 0.9063 -0.7613 9.0839 0.117
H 1.7922 -1.9974 10.9379 0.261
H 0.5610 -1.2146 12.0219 0.422
H 2.3242 0.0887 12.4487 0.451
H 1.3245 1.0179 11.3202 0.441
H 4.0060 1.8863 11.4731 0.344
H 2.8047 2.3216 10.3944 0.377
H 4.2171 1.5411 9.7252 0.185
C -8.3513 1.9153 2.1919 -0.426
O -7.4711 2.6963 2.9023 -0.480
C -6.5624 3.3527 2.0089 -0.997
C -5.5014 2.3983 1.3944 1.357
N -4.9327 1.3951 2.3182 0.173
C -4.0557 1.8605 3.4522 -1.488
C -2.7307 2.3902 2.9518 -0.181
O -2.8135 3.8117 2.8002 -0.362
C -1.5884 4.3421 2.3750 -0.396
H -8.9583 1.3854 2.9119 0.281
H -7.7987 1.0881 1.6182 0.044
H -8.9264 2.5442 1.5165 0.295
H -6.0051 4.0053 2.6625 0.307
H -7.1852 3.8823 1.2689 0.386
H -4.6194 2.9885 1.0096 -1.074
H -5.9913 1.8311 0.5387 -0.146
H -5.6688 0.7802 2.7442 0.364
H -3.7818 1.0355 4.0914 0.409
H -4.5243 2.5516 4.1292 0.445
H -2.4423 1.9444 2.0392 -0.182
H -1.9786 2.2626 3.6698 0.973
H -1.3000 3.8556 1.4482 -0.128
H -0.7646 4.1736 3.1072 0.331
H -1.6830 5.4195 2.3364 0.376
C 4.6502 6.4434 -7.9515 -0.822
O 3.6718 5.7794 -7.2257 -0.247
C 2.9403 6.6852 -6.4355 -0.757
C 2.0640 5.9188 -5.5316 0.118
N 1.0969 6.8021 -4.8484 -0.421
C -0.1475 6.0090 -4.6627 0.793
C -1.2822 6.8192 -4.0619 -1.099
O -2.3913 5.9535 -3.7464 -0.217
C -3.2728 6.5971 -2.8298 -0.368
H 5.3721 6.7649 -7.2340 0.378
H 4.2375 7.2219 -8.6266 0.280
H 5.1208 5.6436 -8.5197 0.231
H 2.4246 7.4484 -7.0591 0.376
H 3.6012 7.3116 -5.8092 0.377
H 2.7052 5.4652 -4.7785 0.000
H 1.5665 5.1353 -6.1256 0.049
H 0.8537 7.6141 -5.4061 0.345
H 0.0210 5.1191 -4.0635 -0.851
H -0.4362 5.5834 -5.6603 0.483
H -1.6243 7.6099 -4.7221 0.618
H -0.9208 7.2921 -3.1543 0.347
H -3.5326 7.5786 -3.1608 -0.073
H -2.7844 6.6106 -1.8671 0.277
H -4.1497 6.0120 -2.6887 0.224
C 1.7098 -2.1265 3.9040 -0.214
O 0.6970 -2.3172 2.9483 -0.402
C 0.4926 -1.1015 2.2145 1.227
C -0.3543 -1.5766 0.9899 -0.874
N -0.6565 -0.5889 -0.0735 1.857
C -1.4831 0.5043 0.3331 -1.172
C -1.8469 1.2880 -0.8649 1.912
O -2.2537 2.5932 -0.4669 1.142
C -2.8045 3.3135 -1.5419 1.052
H 1.7441 -2.9121 4.6623 0.434
H 1.5811 -1.1864 4.4536 0.245
H 2.6779 -1.9503 3.4129 -0.769
H 1.4316 -0.6449 1.8993 -0.831
H -0.0147 -0.4023 2.8622 0.777
H -1.3028 -1.9670 1.3947 0.350
H 0.1912 -2.4014 0.5419 -0.983
H 0.1891 -0.2185 -0.5395 -0.947
H -0.9138 1.1376 1.0162 0.184
H -2.3720 0.0013 0.7806 0.248
H -2.6811 0.8344 -1.3799 -0.539
H -1.0011 1.4280 -1.5160 -1.070
H -3.0874 4.2859 -1.1380 -0.110
H -3.6606 2.7749 -1.9397 -0.994
H -2.0617 3.5169 -2.3583 -0.778
C 2.4863 -0.1245 -1.9650 -0.138
C 2.4485 1.3954 -1.9961 -0.242
O 1.4868 1.8453 -1.0428 0.528
H 1.6389 -0.5851 -2.4267 -0.346
H 2.4182 -0.4237 -0.8959 -0.487
H 3.4260 -0.5313 -2.3584 0.752
H 2.1211 1.7115 -3.0185 -0.070
H 3.4481 1.8232 -1.8246 0.472
H 1.6293 2.7481 -0.8235 -0.582
C 4.2114 -2.5473 8.0323 -0.245
C 2.7779 -2.7405 7.6273 0.958
O 2.1067 -1.4644 7.5780 -0.254
H 4.7187 -3.4780 7.9021 0.367
H 4.3224 -2.3073 9.0976 0.527
H 4.5963 -1.8506 7.3207 -0.796
H 2.2352 -3.4794 8.3032 0.377
H 2.7085 -3.1734 6.6318 -1.088
H 1.1716 -1.7121 7.3683 0.102
C 5.8644 -4.2917 2.3706 -1.677
C 5.2012 -3.2112 3.1722 3.042
O 4.8833 -3.7011 4.4349 0.199
H 6.7969 -4.5631 2.9151 0.415
H 6.0775 -3.8997 1.4163 0.127
H 5.2711 -5.2193 2.3165 0.251
H 4.2807 -2.8992 2.6139 -1.257
H 5.7779 -2.3310 3.2388 -0.470
H 4.9757 -2.8716 4.9947 -0.453
C 2.6970 3.4620 2.8643 -1.245
C 1.8923 2.2437 2.8855 0.490
O 2.7134 1.1645 3.3287 0.599
H 3.0996 3.6611 3.8834 0.374
H 2.1000 4.3662 2.6067 0.284
H 3.5153 3.4227 2.1239 0.238
H 1.4500 1.9144 1.9769 -0.317
H 1.0620 2.3455 3.5630 0.094
H 3.2319 1.5923 4.0194 -0.398
C -7.8821 2.1672 -2.5690 -1.438
C -6.5268 2.7848 -2.4794 0.989
O -6.6104 3.8102 -1.5188 -0.576
H -7.7551 1.1628 -2.9430 0.331
H -8.6751 2.5989 -3.2377 0.293
H -8.3263 2.1797 -1.5751 0.308
H -6.1773 3.1703 -3.4255 0.532
H -5.8710 2.0018 -2.1459 -0.523
H -5.7459 4.1728 -1.3536 0.096
C -0.6236 -1.3974 -5.1030 -1.088
C -1.3680 -1.2619 -3.7601 2.963
O -2.6415 -1.9102 -3.7139 -0.220
H -1.1720 -1.0485 -5.9725 0.226
H -0.3947 -2.4475 -5.3588 -0.230
H 0.2400 -0.7848 -5.0530 0.387
H -1.5286 -0.1964 -3.5058 -0.976
H -0.7784 -1.7107 -2.9256 -1.365
H -2.4255 -2.8723 -3.5920 -0.281
C -0.9545 2.4423 -4.9527 0.923
C 0.3206 2.1251 -5.7421 -0.396
O 1.3917 2.9146 -5.2030 -0.450
H -0.8089 2.2737 -3.8725 -0.958
H -1.8464 1.7358 -5.2225 -0.298
H -1.3289 3.4581 -5.1665 0.321
H 0.0664 2.3962 -6.8136 0.420
H 0.4874 1.0492 -5.6964 0.128
H 2.1557 3.0289 -5.8077 0.250
C 0.2796 4.8924 -1.1514 1.583
C 1.5670 4.9134 -1.9229 -0.111
O 2.6261 4.4549 -1.0610 -0.466
H 0.2309 5.4685 -0.2092 0.466
H 0.0106 3.8632 -0.9210 -0.624
H -0.5405 5.2062 -1.7736 -1.189
H 1.8398 5.9300 -2.3114 0.411
H 1.4068 4.1873 -2.7472 -0.343
H 2.7709 5.1452 -0.4357 0.350
C -5.6993 -0.8282 -0.2435 -0.996
C -4.8798 -1.4798 -1.3509 0.326
O -4.6281 -0.5604 -2.3649 0.377
H -5.0274 -0.0395 0.1245 -0.147
H -5.9808 -1.5279 0.5775 0.298
H -6.6112 -0.3103 -0.5048 0.280
H -5.5110 -2.2626 -1.7990 0.436
H -3.9721 -1.8951 -0.8875 -0.258
H -3.8499 -0.9405 -2.8099 -0.231